Density functional theory data (ωB97M-V with the def2-TZVPD basis set) for a cluster of 8 separate species, C22H65N9O8 in total in a non-equilibrium geometry.

For the largest force on an atom, the calculation gives 5.77 eV Å⁻¹. The energy above the lowest of the compared OMol25 structures with the same formula, charge and spin is 5.813 eV. As for the SMILES: COC[C@H](C)N.COC[C@H](C)N.COC[C@H](C)N.COC[C@H](C)N.COC[C@H](C)N.NC(N)=O.NC(N)=O.O. The gap between HOMO and LUMO is 8.99 eV. The value obtained for the electronic energy is -53653.2605 eV. As for the spin multiplicity: 1.

The geometry in XYZ format:
```
104
Properties=species:S:1:pos:R:3:forces:R:3:mulliken_charge:R:1
C 2.07910 26.39661 -22.15355 5.143 0.169 1.072 0.68
O 3.27598 26.09329 -22.18407 -0.049 0.075 0.169 -0.70
N 1.50809 27.21883 -21.32278 -1.181 2.080 2.377 -0.49
N 1.22930 25.90517 -22.96120 -2.513 -3.073 -4.191 -0.44
H 2.06571 27.50801 -20.53187 -0.556 -0.067 0.128 0.27
H 0.56488 26.86202 -21.26665 -0.174 1.098 1.506 0.23
H 1.72802 25.29588 -23.59378 -0.986 -0.033 -0.598 0.24
H 0.32809 26.33048 -23.12565 0.334 -0.374 -0.417 0.22
C 0.05446 22.28934 -18.68544 -0.028 0.386 -0.043 0.62
O -1.10218 22.61713 -18.70016 -1.622 -0.028 0.549 -0.66
N 0.81313 21.82824 -17.70798 -0.359 -0.872 2.387 -0.38
N 0.83527 22.39789 -19.73101 1.193 1.038 -5.324 -0.33
H 1.78483 21.91971 -17.96786 0.040 -0.289 1.742 0.18
H 0.34236 21.85827 -16.81491 1.083 -0.082 0.321 0.24
H 1.83156 22.24959 -19.80516 -0.392 -0.113 0.270 0.12
H 0.37936 22.67977 -20.58704 0.209 0.018 0.125 0.18
C 11.83049 14.60946 -19.87352 -0.734 -0.319 0.368 -1.48
C 11.68714 16.14517 -19.89558 -2.014 -2.958 0.624 0.49
C 10.34772 16.53221 -19.04140 0.343 -0.032 -2.952 -0.75
O 10.02716 17.92685 -19.24974 -0.403 -0.507 0.294 -0.34
C 9.11130 18.20708 -20.30539 0.534 -0.181 -0.822 -0.74
N 12.75882 16.75822 -19.25926 1.510 1.882 0.511 -0.63
H 12.66005 14.14972 -20.41072 0.271 0.556 -0.018 0.37
H 10.94559 14.09288 -20.24526 -0.217 0.237 -0.285 0.38
H 11.87651 14.27199 -18.83809 0.287 0.013 0.241 0.35
H 11.72740 16.42553 -20.94814 -0.972 0.490 -0.040 0.21
H 10.45018 16.33621 -17.97408 0.499 0.223 -0.059 0.37
H 9.55424 15.87763 -19.40198 -0.454 0.156 -0.050 0.35
H 9.52111 18.03038 -21.29984 0.614 -0.374 -0.115 0.29
H 8.88557 19.27149 -20.37012 -0.110 -0.032 0.788 0.29
H 8.20510 17.60141 -20.31399 -0.185 0.033 0.668 0.31
H 12.24481 17.55884 -18.92027 1.323 0.947 0.708 0.28
H 13.17505 16.24964 -18.49231 -0.294 -0.111 0.130 0.26
C 7.39192 23.69547 -27.50043 0.195 -0.650 -0.822 -1.62
C 7.36000 23.17200 -26.09045 -1.054 -0.157 -1.200 0.68
C 8.66947 22.65142 -25.62607 1.121 -2.335 0.883 -0.83
O 9.02719 21.42958 -26.37883 -1.535 1.885 -0.393 -0.35
C 10.33083 20.94866 -26.28408 -0.065 0.662 0.758 -0.65
N 6.92612 24.28155 -25.28803 -0.277 1.137 1.026 -0.68
H 7.62062 22.91806 -28.22943 0.300 0.152 -0.097 0.33
H 8.14480 24.48355 -27.48692 0.180 0.026 -0.512 0.45
H 6.43917 24.13976 -27.78852 -0.086 -0.020 0.100 0.41
H 6.63323 22.36581 -25.99066 -0.002 -0.181 -0.046 0.28
H 8.52365 22.32009 -24.59793 -0.054 -0.072 0.338 0.36
H 9.46711 23.38638 -25.51785 0.221 0.204 -0.827 0.31
H 10.57571 20.94255 -25.22197 0.458 -0.674 0.199 0.25
H 11.06491 21.60867 -26.74626 0.077 0.071 -0.371 0.28
H 10.32598 19.96814 -26.76019 0.241 0.037 0.256 0.23
H 7.18472 25.09433 -25.82898 0.768 0.575 0.416 0.29
H 5.93048 24.42555 -25.37782 -0.499 -0.681 0.364 0.25
C 0.55381 16.46372 -20.22427 0.579 0.758 0.917 -1.50
C 0.67317 17.23010 -21.53268 -1.260 -1.837 -0.563 0.71
C 2.08530 17.25716 -22.08725 1.176 1.003 -0.423 -0.81
O 2.19923 17.92709 -23.34859 0.034 0.501 -0.365 -0.37
C 2.62480 19.29350 -23.58417 -1.045 -1.104 1.186 -0.62
N -0.22478 16.52276 -22.47035 -0.429 -0.440 -0.700 -0.72
H -0.42287 16.05835 -19.95996 -0.086 -0.300 -0.878 0.41
H 0.61099 17.25060 -19.47217 0.849 -0.340 0.587 0.39
H 1.33880 15.71248 -20.13729 -0.090 -0.068 0.346 0.32
H 0.20884 18.16937 -21.23220 0.459 0.595 -1.041 0.18
H 2.49706 16.29044 -22.37706 -0.818 -0.657 0.375 0.31
H 2.84425 17.57422 -21.37202 -0.069 0.751 0.314 0.42
H 3.60563 19.52542 -23.16907 0.427 -0.377 -0.495 0.29
H 1.97840 20.00726 -23.07347 -0.467 0.071 -0.124 0.24
H 2.49452 19.36313 -24.66411 0.518 0.426 0.184 0.24
H -0.14938 15.52209 -22.35596 -0.129 -0.330 1.057 0.26
H 0.04029 16.50199 -23.44472 0.355 1.373 -0.361 0.25
C 4.46785 25.24449 -16.83169 1.603 -0.534 1.050 -1.22
C 5.20661 23.96770 -16.10087 -2.411 0.827 -2.840 0.40
C 4.61140 23.62098 -14.76356 2.117 1.716 1.603 -0.75
O 4.97350 24.76917 -13.89742 -1.514 -1.514 -0.136 -0.32
C 4.39897 24.59738 -12.58357 0.192 1.123 -1.323 -0.72
N 4.80394 22.86073 -17.01033 -0.087 -0.981 0.730 -0.60
H 5.11754 25.38313 -17.69585 -0.481 0.094 -0.433 0.33
H 4.45107 26.21396 -16.33375 0.505 -0.226 0.590 0.33
H 3.41998 25.09718 -17.09315 0.213 -0.770 -0.144 0.27
H 6.29113 24.04695 -16.17610 -0.047 0.578 0.783 0.31
H 5.12302 22.84316 -14.19669 0.043 -0.884 -0.720 0.40
H 3.55780 23.35356 -14.84420 -0.237 0.569 0.091 0.36
H 3.32878 24.42462 -12.69743 -0.194 0.178 0.222 0.32
H 4.61350 25.58472 -12.17463 -0.327 -0.314 0.717 0.24
H 4.79957 23.78533 -11.97677 0.453 -0.074 -0.161 0.27
H 5.21157 22.83809 -17.93413 0.238 0.751 -0.129 0.19
H 5.20556 22.04020 -16.57961 -0.137 -0.594 -0.006 0.23
C 10.29615 24.21087 -19.94887 -0.170 0.719 0.516 -1.36
C 11.45786 24.41515 -20.91677 -0.592 0.055 -0.703 0.45
C 12.05997 23.07969 -21.24900 0.842 -0.313 -1.037 -0.57
O 13.06308 23.21548 -22.31537 -0.358 -0.964 1.418 -0.35
C 14.07593 22.16895 -22.35398 -0.894 1.035 -1.496 -0.80
N 10.94753 25.16869 -22.08082 0.381 -0.108 0.140 -0.70
H 9.38737 23.91264 -20.47161 0.083 -0.208 -0.186 0.31
H 10.04768 25.15617 -19.46641 0.013 0.142 -0.074 0.32
H 10.44944 23.51322 -19.12553 0.367 -0.207 -0.190 0.37
H 12.28333 24.99062 -20.49777 -0.185 0.294 0.280 0.25
H 11.29624 22.38436 -21.59735 -0.152 -0.198 -0.030 0.26
H 12.47601 22.70953 -20.31199 0.411 -0.329 -0.091 0.38
H 14.96006 22.50049 -21.80945 -0.111 -0.485 0.256 0.28
H 14.30217 22.09245 -23.41749 0.549 0.436 -0.112 0.28
H 13.73246 21.14362 -22.21682 -0.287 0.135 1.139 0.33
H 10.05696 24.81604 -22.40118 -0.281 -0.178 0.235 0.24
H 11.56870 25.01758 -22.86275 0.336 0.152 -0.088 0.31
O 5.52112 22.87711 -21.43605 0.034 -0.378 0.244 -0.61
H 4.99486 23.58296 -21.06046 -0.145 0.341 0.009 0.31
H 5.57623 23.08861 -22.36796 0.096 0.156 -0.275 0.30
```
Positions in Å, forces in eV/Å.